# 1
The following is a quantum chemistry calculation of 14 unconnected molecules or ions with the total composition C34H97BrN4O17P3 in a non-equilibrium geometry, from the Open Molecules 2025 dataset.

XYZ file:
```
156
Properties=species:S:1:pos:R:3:mulliken_charge:R:1
C -2.799 2.865 0.152 -1.170
C -2.149 1.935 -0.894 -0.599
C -0.654 1.753 -0.665 -0.089
Br 0.417 2.477 -2.139 -0.060
N -0.237 0.418 -0.310 0.299
C -0.767 -0.805 -0.891 -0.766
P 0.320 -1.501 -2.190 0.704
O 0.287 -0.619 -3.347 -0.650
O 1.816 -1.606 -1.650 -0.261
O -0.240 -2.947 -2.539 -0.363
C 0.708 0.262 0.623 0.028
N 1.154 -0.924 1.081 0.246
C 2.046 -0.640 2.013 -0.661
P 2.870 -1.972 2.973 0.769
O 2.371 -2.048 4.357 -0.709
N 2.241 0.692 2.150 0.212
P 3.404 1.516 3.251 -0.144
C 4.933 1.356 2.254 -0.478
C 3.015 3.281 2.960 -0.599
N 1.375 1.247 1.268 0.612
H -3.283 2.249 0.903 0.286
H -3.557 3.469 -0.325 0.361
H -2.072 3.482 0.667 0.333
H -2.687 0.995 -0.868 0.267
H -2.303 2.343 -1.883 0.471
H -0.382 2.381 0.169 -0.037
H -1.710 -0.640 -1.394 0.535
H -0.951 -1.514 -0.089 0.438
H 1.969 -2.441 -1.184 0.177
H 0.062 -3.588 -1.871 0.293
H 2.632 -3.169 2.290 -0.073
H 4.230 -1.636 2.881 0.039
H 4.931 2.020 1.394 0.275
H 5.770 1.652 2.878 0.508
H 5.090 0.338 1.920 -0.192
H 2.795 3.487 1.918 -0.042
H 3.913 3.816 3.241 0.514
H 2.186 3.560 3.596 0.303
H 1.296 2.248 1.170 0.233
C 1.735 6.598 -1.124 -0.585
C 2.960 6.329 -0.275 -0.433
O 2.913 5.013 0.294 -0.424
H 0.828 6.496 -0.526 0.279
H 1.758 7.599 -1.554 0.016
H 1.671 5.872 -1.939 0.271
H 3.020 7.030 0.555 0.330
H 3.872 6.427 -0.871 0.259
H 2.872 4.392 -0.440 0.194
C 2.087 -6.383 0.945 -1.200
C 2.304 -5.284 -0.074 0.257
O 1.068 -4.914 -0.711 -0.536
H 1.647 -7.260 0.471 0.350
H 3.030 -6.672 1.410 0.370
H 1.401 -6.054 1.730 0.304
H 2.970 -5.615 -0.867 0.337
H 2.748 -4.402 0.397 -0.208
H 0.464 -4.625 -0.017 0.296
C 6.249 -0.499 -0.807 -0.802
C 5.974 -1.808 -0.096 -0.426
O 4.605 -2.215 -0.236 -0.267
H 5.599 0.289 -0.422 0.145
H 7.287 -0.193 -0.675 0.153
H 6.046 -0.592 -1.876 0.454
H 6.158 -1.710 0.975 0.249
H 6.624 -2.599 -0.480 0.349
H 4.432 -2.319 -1.177 0.204
C -2.617 -2.656 3.680 -0.635
C -1.438 -3.432 3.138 -0.391
O -0.256 -2.628 3.054 -0.258
H -2.829 -1.791 3.049 0.202
H -3.509 -3.276 3.719 -0.102
H -2.405 -2.287 4.687 0.400
H -1.650 -3.787 2.128 0.344
H -1.240 -4.298 3.776 0.226
H -0.038 -2.321 3.943 0.247
C -0.812 -1.163 -6.879 -0.321
C -1.882 -2.231 -6.754 -0.198
O -1.372 -3.413 -6.143 -0.534
H 0.029 -1.532 -7.466 0.254
H -1.208 -0.263 -7.356 0.001
H -0.426 -0.899 -5.892 0.065
H -2.259 -2.523 -7.733 0.243
H -2.726 -1.856 -6.162 0.228
H -1.045 -3.171 -5.271 0.266
C -7.380 -4.907 3.622 -0.994
C -5.980 -4.400 3.338 -0.149
O -5.941 -2.974 3.226 -0.510
H -8.065 -4.590 2.835 0.339
H -7.398 -5.996 3.684 0.101
H -7.753 -4.503 4.566 0.378
H -5.617 -4.791 2.388 0.268
H -5.292 -4.725 4.127 0.197
H -6.251 -2.609 4.060 0.301
C 2.028 11.239 -1.871 -1.019
C 1.924 10.215 -2.986 -0.284
O 0.610 9.667 -3.074 -0.428
H 1.748 10.790 -0.917 0.270
H 3.042 11.631 -1.790 0.351
H 1.349 12.075 -2.051 0.334
H 2.591 9.374 -2.797 0.212
H 2.208 10.662 -3.944 0.315
H 0.000 10.388 -3.252 0.258
C -1.146 -8.166 5.019 -1.186
C -2.113 -6.997 4.976 0.015
O -3.465 -7.419 5.123 -0.412
H -1.385 -8.884 4.234 0.309
H -0.116 -7.829 4.886 0.332
H -1.216 -8.689 5.974 0.386
H -2.054 -6.489 4.014 0.046
H -1.876 -6.270 5.761 0.241
H -3.558 -7.862 5.973 0.273
C -2.148 1.745 4.127 -1.131
C -0.678 1.860 3.778 0.226
O -0.295 3.203 3.468 -0.517
H -2.764 2.118 3.309 0.256
H -2.424 0.713 4.332 0.225
H -2.380 2.345 5.010 0.411
H -0.453 1.272 2.892 -0.086
H -0.060 1.486 4.602 0.304
H -0.480 3.751 4.237 0.306
C -6.940 -9.598 4.074 -1.020
C -7.339 -8.687 5.220 -0.188
O -6.200 -8.123 5.866 -0.504
H -6.297 -10.401 4.435 0.292
H -7.818 -10.039 3.599 0.369
H -6.379 -9.044 3.318 0.277
H -7.882 -9.245 5.981 0.322
H -7.989 -7.882 4.860 0.181
H -5.707 -7.616 5.211 0.323
C -3.203 8.534 -4.462 -0.942
C -3.309 8.089 -3.014 -0.246
O -2.536 6.914 -2.772 -0.439
H -3.540 7.741 -5.129 0.281
H -3.804 9.426 -4.645 0.333
H -2.164 8.755 -4.718 0.238
H -4.341 7.848 -2.765 0.292
H -2.972 8.883 -2.340 0.236
H -1.621 7.125 -2.979 0.257
C -2.635 0.101 -10.665 -0.879
C -2.987 1.193 -9.672 -0.181
O -4.236 0.933 -9.036 -0.521
H -3.416 0.011 -11.420 0.311
H -1.687 0.310 -11.163 0.306
H -2.553 -0.866 -10.162 0.204
H -3.085 2.152 -10.177 0.316
H -2.204 1.289 -8.911 0.155
H -4.161 0.092 -8.577 0.300
C 9.931 3.355 -0.143 -1.101
C 9.425 2.126 0.589 -0.027
O 9.235 1.023 -0.297 -0.501
H 9.234 3.643 -0.930 0.292
H 10.053 4.196 0.541 0.327
H 10.894 3.153 -0.615 0.334
H 8.455 2.325 1.044 0.133
H 10.122 1.840 1.382 0.271
H 10.084 0.823 -0.702 0.280
```

* multiplicity: 1
* gap between HOMO and LUMO: 8.4 eV
* ΔE to the lowest compared entry with this formula, charge and spin: 44.69 kJ/mol
* E: -175502.056 eV
* M: 1007.0 g/mol
* charge: +1
* LUMO energy: -0.1055 hartree

=====

# 2
The following is a quantum chemistry calculation of 14 unconnected molecules or ions with the total composition C35H101F3N19O16S in a non-equilibrium geometry, from the Open Molecules 2025 dataset.

XYZ file:
```
175
Properties=species:S:1:pos:R:3:mulliken_charge:R:1
C 0.226 1.056 -0.497 -0.138
F -0.391 2.222 -0.448 -0.232
F -0.010 0.619 -1.722 -0.243
F 1.523 1.334 -0.268 -0.011
S -0.527 -0.247 0.713 0.099
O -1.964 -0.141 0.613 0.131
O 0.089 -1.506 0.209 -0.317
O -0.130 -0.022 2.106 1.568
C 0.437 -6.181 0.870 0.509
O 0.488 -5.875 2.064 -0.686
N 0.569 -5.323 -0.149 -0.065
N 0.191 -7.392 0.396 -0.425
H 0.869 -5.752 -1.010 0.224
H 0.684 -4.338 0.035 -0.121
H 0.131 -8.200 0.995 0.239
H 0.018 -7.307 -0.593 0.147
C 1.062 1.134 -5.585 0.699
O 1.381 0.933 -6.769 -0.786
N 1.626 1.985 -4.731 0.132
N 0.048 0.564 -5.019 -0.149
H 2.312 2.700 -4.914 -0.087
H 1.304 1.968 -3.776 -0.165
H -0.528 0.223 -5.776 0.212
H -0.317 0.953 -4.164 0.029
C -3.144 3.932 1.152 0.693
O -3.332 4.206 -0.028 -0.706
N -3.069 2.648 1.480 0.025
N -2.945 4.612 2.203 -0.298
H -2.504 2.395 2.276 -0.019
H -3.156 1.902 0.807 -0.207
H -2.941 4.013 3.012 0.141
H -3.056 5.607 2.320 0.235
C 0.413 -2.819 4.216 0.487
O 0.739 -3.632 5.086 -0.828
N 0.555 -3.072 2.942 1.245
N -0.103 -1.648 4.447 0.139
H 0.924 -3.981 2.700 -0.270
H 0.508 -2.381 2.209 -0.650
H -0.009 -1.250 5.368 -0.042
H -0.432 -1.201 3.605 -0.462
C -3.917 -0.505 3.940 0.477
O -4.942 -0.358 4.596 -0.764
N -3.629 -1.567 3.210 0.036
N -2.958 0.434 3.814 -0.005
H -4.287 -2.329 3.162 0.028
H -2.864 -1.572 2.553 -0.016
H -3.174 1.381 4.079 0.148
H -2.216 0.211 3.166 -0.451
C -1.550 -2.311 -3.080 0.517
O -2.069 -2.087 -4.176 -0.806
N -1.854 -1.859 -1.908 0.758
N -0.404 -2.970 -3.021 -0.237
H -1.073 -1.827 -1.269 -0.601
H -2.690 -1.296 -1.911 -0.067
H 0.036 -3.196 -3.900 0.201
H 0.166 -3.226 -2.230 0.041
C -5.497 -0.386 -1.352 -0.990
C -5.978 0.705 -0.326 0.874
C -7.424 1.115 -0.488 -1.142
O -8.365 0.012 -0.553 -0.377
C -9.341 0.031 -1.621 -0.820
N -5.816 0.171 1.016 -0.594
H -5.877 -1.404 -1.260 0.452
H -4.429 -0.474 -1.545 -0.291
H -5.916 -0.094 -2.318 0.426
H -5.370 1.602 -0.450 0.235
H -7.633 1.667 -1.406 0.517
H -7.832 1.715 0.326 0.396
H -8.890 -0.529 -2.443 0.313
H -9.758 0.931 -2.076 0.349
H -10.210 -0.577 -1.369 0.287
H -4.827 0.144 1.232 0.094
H -5.984 -0.825 0.949 0.249
C 3.445 -0.188 -2.648 -0.552
C 2.897 -1.588 -3.050 1.109
C 3.559 -2.249 -4.285 -1.072
O 4.993 -2.335 -4.089 -0.366
C 5.672 -1.644 -5.189 -0.648
N 2.977 -2.518 -1.861 -0.446
H 3.140 0.674 -3.240 -0.156
H 4.531 -0.264 -2.728 0.526
H 3.217 -0.067 -1.590 -0.030
H 1.856 -1.380 -3.302 -0.185
H 3.313 -1.764 -5.229 0.600
H 3.288 -3.304 -4.360 0.278
H 5.696 -0.554 -5.217 0.147
H 5.201 -1.993 -6.109 0.363
H 6.693 -1.998 -5.333 0.311
H 2.792 -1.921 -1.066 -0.133
H 3.981 -2.635 -1.938 0.398
C 2.511 3.355 4.833 -1.647
C 1.708 2.127 4.263 1.040
C 0.551 1.747 5.223 0.297
O 1.081 1.342 6.471 -0.383
C 0.143 1.241 7.549 -0.864
N 1.295 2.413 2.911 -0.249
H 1.892 4.231 5.032 0.335
H 3.265 3.768 4.162 0.432
H 3.005 3.035 5.750 0.346
H 2.402 1.285 4.309 -0.198
H -0.019 0.935 4.769 -0.623
H -0.140 2.592 5.172 0.434
H 0.702 1.201 8.485 0.309
H -0.423 0.312 7.636 0.288
H -0.486 2.111 7.745 0.343
H 2.049 2.515 2.246 0.263
H 0.884 1.534 2.616 -0.524
C -0.231 5.779 -1.218 -1.365
C -0.177 5.918 -2.750 0.501
C 0.199 7.349 -3.170 -0.881
O -0.815 8.297 -2.807 -0.323
C -0.481 9.617 -3.319 -0.783
N 0.930 5.070 -3.180 -0.081
H -0.944 6.532 -0.872 0.431
H 0.597 6.226 -0.667 0.483
H -0.681 4.851 -0.868 0.065
H -1.139 5.656 -3.191 0.257
H 0.357 7.298 -4.249 0.421
H 1.138 7.636 -2.693 0.354
H -1.221 9.805 -4.096 0.252
H 0.511 9.779 -3.742 0.346
H -0.523 10.214 -2.407 0.259
H 1.589 5.053 -2.414 -0.139
H 1.399 5.307 -4.042 0.176
C 3.258 -0.873 2.264 -0.125
C 4.390 -1.905 2.741 -0.089
C 3.833 -3.210 3.287 -0.123
O 4.859 -4.159 3.445 -0.456
C 4.332 -5.511 3.469 -0.643
N 5.330 -1.986 1.681 -0.598
H 2.625 -0.677 3.131 -0.272
H 2.621 -1.266 1.470 -0.390
H 3.650 0.092 1.942 0.519
H 4.945 -1.394 3.531 0.416
H 3.048 -3.608 2.643 -0.149
H 3.495 -3.042 4.312 0.457
H 5.162 -6.174 3.708 0.293
H 3.870 -5.784 2.519 0.206
H 3.595 -5.561 4.272 0.318
H 6.242 -2.398 1.825 0.292
H 4.871 -2.626 1.044 0.177
C -2.324 -4.311 1.085 -0.667
C -3.037 -5.546 0.465 0.729
C -3.809 -6.317 1.574 -0.696
O -4.994 -6.921 1.077 -0.454
C -5.523 -7.835 2.117 -0.753
N -4.051 -5.014 -0.398 -0.795
H -2.017 -3.619 0.300 0.206
H -1.507 -4.566 1.759 0.218
H -3.032 -3.705 1.651 0.039
H -2.256 -6.099 -0.056 0.135
H -4.263 -5.660 2.319 0.382
H -3.099 -7.058 1.946 0.402
H -5.803 -7.308 3.029 0.302
H -4.752 -8.572 2.346 0.300
H -6.384 -8.422 1.799 0.279
H -4.860 -5.587 -0.194 0.434
H -4.381 -4.124 -0.050 0.133
C 4.255 3.439 -1.011 -1.481
C 4.645 4.527 -2.018 0.171
C 4.318 4.051 -3.406 0.357
O 5.416 3.481 -4.118 -0.462
C 5.117 2.813 -5.332 -0.501
N 3.911 5.730 -1.718 -0.606
H 3.203 3.166 -1.086 0.070
H 4.563 3.577 0.026 0.481
H 4.740 2.497 -1.279 0.357
H 5.680 4.874 -2.027 0.570
H 3.868 4.876 -3.965 0.416
H 3.464 3.372 -3.358 -0.589
H 4.669 1.846 -5.094 0.018
H 6.015 2.680 -5.934 0.292
H 4.415 3.348 -5.974 0.335
H 4.043 6.263 -2.572 0.255
H 4.499 6.338 -1.160 0.291
```

* multiplicity: 1
* gap between HOMO and LUMO: 8.9 eV
* E: -117993.215 eV
* M: 1133.4 g/mol
* charge: -1
* LUMO energy: 0.0723 hartree

=====

# 3
The following is a quantum chemistry calculation of 14 unconnected molecules or ions with the total composition C35H104N16O14 in a non-equilibrium geometry, from the Open Molecules 2025 dataset.

XYZ file:
```
169
Properties=species:S:1:pos:R:3:mulliken_charge:R:1
C -0.958 1.005 -0.073 -0.305
C -0.080 0.266 -1.127 0.782
C 1.179 -0.287 -0.411 -1.865
O 0.801 -1.323 0.575 0.416
C 1.934 -1.794 1.327 -0.563
N -0.894 -0.759 -1.848 0.738
H -1.727 1.539 -0.632 -0.240
H -0.498 1.690 0.639 0.815
H -1.478 0.236 0.497 -0.799
H 0.267 0.985 -1.869 0.404
H 1.668 0.528 0.123 0.631
H 1.873 -0.734 -1.124 0.443
H 1.562 -2.531 2.039 0.086
H 2.479 -1.017 1.863 0.167
H 2.692 -2.250 0.690 0.074
H -1.252 -1.343 -1.107 -1.412
H -1.702 -0.354 -2.299 -0.173
C -2.042 7.962 -0.591 -1.047
C -0.638 8.038 -1.097 0.572
C -0.114 6.837 -2.050 -0.764
O -0.401 5.602 -1.405 -0.118
C 0.170 4.452 -2.053 -0.979
N -0.563 9.323 -1.682 -0.718
H -2.257 6.964 -0.207 -0.171
H -2.738 8.137 -1.412 0.371
H -2.351 8.718 0.131 0.446
H 0.017 8.113 -0.229 0.135
H 0.934 6.894 -2.346 0.348
H -0.802 6.910 -2.892 0.327
H -0.187 3.541 -1.572 -0.037
H 1.213 4.515 -1.743 0.601
H 0.012 4.405 -3.130 0.422
H -1.434 9.704 -1.342 0.315
H -0.682 9.201 -2.677 0.306
C 6.640 -2.102 3.125 -1.624
C 6.493 -1.363 1.772 1.481
C 5.564 -0.147 2.008 -1.229
O 4.731 0.297 0.964 -0.306
C 5.342 0.505 -0.335 -0.310
N 7.780 -0.994 1.249 -0.638
H 7.249 -3.006 3.100 0.338
H 5.726 -2.346 3.667 0.359
H 7.171 -1.436 3.804 0.480
H 5.892 -1.912 1.047 -0.488
H 6.172 0.740 2.185 0.460
H 4.973 -0.216 2.922 0.374
H 5.542 -0.459 -0.803 0.252
H 6.177 1.204 -0.274 0.392
H 4.589 1.056 -0.898 -0.215
H 8.101 -1.926 1.029 0.309
H 8.404 -0.712 1.992 0.326
C -4.127 2.272 5.577 -1.281
C -4.786 0.879 5.400 0.599
C -4.325 0.294 4.050 -0.582
O -4.608 1.080 2.940 -0.378
C -4.278 0.455 1.681 -0.420
N -4.409 0.009 6.470 -0.634
H -4.400 2.704 6.540 0.422
H -4.341 3.055 4.850 0.064
H -3.040 2.203 5.558 0.286
H -5.867 1.019 5.369 0.271
H -4.817 -0.672 3.935 0.390
H -3.273 0.038 4.174 0.098
H -5.038 -0.283 1.428 0.410
H -3.269 0.041 1.683 0.053
H -4.372 1.272 0.966 0.231
H -5.009 0.146 7.271 0.259
H -4.555 -0.933 6.136 0.223
C -0.743 -4.481 -2.792 -1.446
C 0.387 -5.073 -1.985 0.623
C 1.248 -6.097 -2.729 -0.756
O 0.479 -7.201 -2.957 -0.377
C 1.338 -8.396 -3.142 -0.838
N 1.176 -4.032 -1.349 1.756
H -0.338 -4.044 -3.705 0.299
H -1.177 -3.658 -2.225 0.284
H -1.503 -5.200 -3.100 0.575
H -0.020 -5.583 -1.112 0.031
H 2.074 -6.313 -2.052 0.418
H 1.537 -5.785 -3.732 0.374
H 2.292 -8.436 -2.617 0.298
H 1.607 -8.421 -4.198 0.325
H 0.711 -9.286 -3.191 0.311
H 0.516 -3.294 -1.149 -1.076
H 1.812 -3.529 -1.951 0.266
C -2.439 5.889 4.772 -1.592
C -2.836 5.818 3.299 0.911
C -3.775 4.761 2.771 -0.523
O -3.815 4.663 1.372 -0.460
C -2.704 4.031 0.858 0.119
N -3.289 7.133 2.865 -0.774
H -1.617 6.543 5.062 0.360
H -2.281 4.959 5.317 0.331
H -3.364 6.163 5.280 0.417
H -1.924 5.578 2.752 0.089
H -4.783 4.978 3.125 0.550
H -3.524 3.756 3.110 0.028
H -2.626 3.040 1.305 0.245
H -1.885 4.750 0.869 0.212
H -2.861 3.896 -0.212 -0.479
H -2.558 7.812 3.023 0.307
H -3.362 6.981 1.869 0.219
C -2.774 -1.421 -5.925 -1.368
C -2.948 -2.142 -4.672 0.787
O -3.621 -1.441 -3.575 -0.678
H -2.248 -1.963 -6.710 0.408
H -2.284 -0.476 -5.687 0.259
H -3.725 -1.168 -6.394 0.338
H -1.960 -2.469 -4.348 -0.516
H -3.354 -3.119 -4.933 0.332
H -3.367 -1.805 -2.723 0.529
C -0.928 -1.664 3.777 0.170
C -1.272 -1.911 5.225 -0.528
O -0.623 -3.129 5.532 -0.543
H 0.096 -1.305 3.676 0.237
H -1.446 -0.884 3.219 -0.040
H -1.096 -2.591 3.229 -0.018
H -2.341 -2.051 5.386 0.261
H -1.015 -1.010 5.781 0.317
H -1.251 -3.560 6.116 0.339
C 3.144 1.799 -3.142 -0.753
C 4.183 2.935 -3.031 -0.176
O 4.724 3.085 -4.335 -0.568
H 3.387 0.978 -3.816 0.469
H 2.254 2.198 -3.629 0.353
H 2.903 1.602 -2.098 -0.061
H 5.101 2.637 -2.524 0.229
H 3.713 3.846 -2.660 0.235
H 5.013 2.212 -4.612 0.315
C 5.191 -4.560 -0.102 0.759
O 5.214 -4.736 1.092 -0.638
N 4.141 -4.596 -0.927 -0.126
N 6.261 -4.130 -0.794 -0.405
H 4.332 -4.524 -1.916 0.134
H 3.202 -4.684 -0.567 -0.230
H 7.064 -3.856 -0.246 0.202
H 6.371 -4.383 -1.766 0.181
C -2.709 2.395 -3.381 0.567
O -1.875 2.205 -4.284 -0.710
N -3.565 1.447 -2.993 -0.096
N -3.007 3.505 -2.718 -0.280
H -3.577 0.524 -3.402 0.101
H -4.392 1.830 -2.557 0.205
H -3.802 3.557 -2.097 0.178
H -2.550 4.319 -3.105 0.160
C -2.711 -2.985 -0.003 0.213
O -2.899 -2.471 -1.048 -0.719
N -3.558 -3.762 0.577 -0.348
N -1.654 -2.774 0.776 0.735
H -3.191 -4.200 1.410 0.078
H -4.530 -3.681 0.314 0.271
H -0.851 -2.200 0.564 -0.442
H -1.555 -3.459 1.512 -0.190
C -0.182 -5.109 2.357 0.671
O -1.420 -5.189 2.115 -0.860
N 0.366 -4.743 3.473 -0.262
N 0.705 -5.424 1.485 -0.140
H 1.347 -4.815 3.701 0.159
H -0.310 -4.580 4.206 0.258
H 1.696 -5.473 1.671 0.129
H 0.382 -5.572 0.539 -0.085
C 2.307 -1.776 -4.133 0.410
O 2.596 -2.809 -3.591 -0.707
N 1.284 -1.017 -3.873 0.205
N 2.668 -1.423 -5.311 -0.316
H 0.646 -1.149 -3.101 -0.196
H 1.111 -0.169 -4.392 0.296
H 3.408 -1.785 -5.896 0.205
H 1.992 -0.791 -5.717 0.094
```

* multiplicity: 1
* gap between HOMO and LUMO: 9.4 eV
* ΔE to the lowest compared entry with this formula, charge and spin: 0.00 kJ/mol
* E: -90484.771 eV
* M: 973.3 g/mol
* LUMO energy: 0.0160 hartree